Entry 1:
C18H20N2O4 | ωB97M-V/def2-TZVPD

Last column: Mulliken charge in e.
Geometry (Å):
O  3.49118  0.11515  1.89981  -0.4522
O  1.27744  2.94677  6.84384  -0.6471
O  3.49062  -0.37882  -0.38129  -0.6124
O  -1.37846  0.56331  0.55589  -0.5980
N  0.60008  -0.51299  -0.13405  -0.1855
N  -2.97934  -0.53479  -1.45057  -0.3712
C  -1.02433  -0.45068  -3.92305  0.5522
C  1.20492  2.27990  5.61756  0.8384
C  0.33948  2.53829  4.56829  -1.0440
C  -0.77810  -0.04776  -0.26994  0.3244
C  -1.80747  -1.62309  -6.25700  -0.3321
C  0.96253  0.29799  3.42131  0.5563
C  1.95272  1.07385  5.49033  -0.5570
C  -1.65164  -0.54477  -1.54721  -0.7229
C  -2.43601  -0.70704  -4.26942  -0.2499
C  -0.36248  -1.35174  -6.01048  -0.6384
C  -2.92119  -1.26065  -5.35558  -0.5055
C  -0.06292  -0.64425  -4.82130  -0.0353
C  0.21413  1.45375  3.56581  -0.0089
C  -0.90062  0.28061  -2.63270  -0.1483
C  1.32030  0.03398  0.95895  0.4099
C  1.86850  0.01244  4.50000  -0.7163
C  0.80301  -0.56834  2.16669  -1.0145
C  2.81909  -0.19566  0.69564  0.3514
H  0.19560  -2.00665  -6.80825  0.2287
H  1.38652  2.07966  7.80661  0.3916
H  1.31390  -1.47379  2.48093  0.3257
H  -3.39618  -1.43526  -0.97948  0.2687
H  -0.37474  -0.69736  2.06162  0.3377
H  -1.31757  -1.54047  -1.75190  0.4865
H  4.58326  0.20728  1.90233  0.3684
H  0.37580  0.09425  -2.36985  0.1220
H  2.50437  0.85332  6.44450  0.1059
H  1.01015  -0.10953  -4.46926  0.1712
H  2.52580  -0.97894  4.53221  0.2296
H  -0.56457  1.75949  2.84845  0.2884
H  -1.15194  1.47174  -2.56285  0.1844
H  -0.34416  3.24599  4.57221  0.5438
H  -3.35276  0.42163  -1.26125  0.2519
H  -3.97048  -1.76630  -5.61417  0.2460
H  1.05186  1.08802  1.28598  0.3428
H  -2.08032  -2.18971  -7.06516  0.4253
H  -3.30047  -0.66654  -3.43829  0.1377
H  0.86451  -1.13231  -0.84591  0.3508

Atoms 1-2, force components in eV/Å:
2.4 -0.3 -1.0
0.2 -3.4 3.0

## Properties
Calculated total energy: -30152.226 eV
HOMO: -8.3 eV
ΔE to the lowest compared entry with this formula, charge and spin: 234.3 kcal per mole
Molar mass: 328.37 g/mol
HOMO-LUMO gap: 8.402 eV
Spin multiplicity: 1

=====

Entry 2:
C3H2FNOS | ωB97M-V/def2-TZVPD

Last column: Mulliken charge in e.
Geometry (Å):
S  1.84108  0.61828  -0.66629  -0.2920
F  -0.02497  -2.01458  0.14052  -0.2651
O  -0.66614  1.17454  -0.41097  -0.1923
N  -1.87664  0.76240  0.22148  -0.2550
C  -1.62532  -0.36797  0.78371  -0.2990
C  0.39456  0.33184  -0.12104  0.0792
C  -0.20639  -0.76206  0.68478  0.6910
H  -2.42155  -0.90189  1.32538  0.3732
H  0.27756  -0.80332  1.72325  0.1600

Atoms 1-2, force components in eV/Å:
1.1 -0.1 -0.2
0.0 0.1 -0.2

## Properties
Calculated total energy: -20231.041 eV
HOMO: -9.6 eV
ΔE to the lowest compared entry with this formula, charge and spin: 39.0 kcal per mole
Molar mass: 119.12 g/mol
HOMO-LUMO gap: 8.719 eV
Spin multiplicity: 1
Structure (SMILES): F[C@@H]1C=NOC1=S

=====

Entry 3:
CH3Cl2OP | ωB97M-V/def2-TZVPD

Last column: Mulliken charge in e.
Geometry (Å):
Cl  1.52208  -1.05226  1.78202  -0.1323
Cl  -3.51320  -1.52571  -1.18938  -0.2434
P  1.49836  2.01457  0.79712  -0.0381
O  0.67446  0.76676  0.05670  -0.1538
C  0.72635  -0.51748  0.42348  0.0515
H  -2.18491  -1.53918  -1.47628  0.2385
H  0.16749  -1.12633  -0.32733  0.2767
H  1.10936  2.97962  -0.06634  0.0009

Atoms 1-2, force components in eV/Å:
0.2 -0.1 0.3
2.1 0.0 -0.4

## Properties
Calculated total energy: -37463.869 eV
HOMO (spin up / spin down): -7.7 / -8.1 eV
ΔE to the lowest compared entry with this formula, charge and spin: 119.4 kcal per mole
Molar mass: 132.91 g/mol
HOMO-LUMO gap (spin up / spin down): 7.048 / 8.393 eV
Spin multiplicity: 1

=====

Entry 4:
C3H12NO2 | ωB97M-V/def2-TZVPD

Last column: Mulliken charge in e.
Geometry (Å):
O  -1.74781  -1.84542  -3.18027  -0.6481
O  -1.43316  -0.44191  -0.72428  -0.6648
N  0.27579  -1.23608  1.45133  -0.2173
C  0.59206  1.15511  1.11450  -0.0680
C  1.11447  -0.05199  1.23069  -0.2624
C  1.31436  2.42077  0.89674  -1.1839
H  -2.50938  -1.73337  -3.76592  0.3120
H  -0.48016  1.18736  1.12474  0.3854
H  -1.04726  -2.13133  -3.77913  0.3155
H  1.35379  2.68229  -0.15419  0.2854
H  0.81789  3.25211  1.40215  0.3440
H  -1.44949  0.42013  -1.15658  0.3084
H  -1.49876  -1.12120  -1.41198  0.3611
H  2.16644  -0.26695  1.26740  0.3250
H  -0.45532  -1.37069  0.72665  0.2590
H  -0.20209  -1.30273  2.35955  0.3838
H  2.34395  2.46569  1.25653  0.3519
H  0.84469  -2.08180  1.34206  0.4129

Atoms 1-2, force components in eV/Å:
0.0 0.0 -0.3
0.2 -0.3 0.6

## Properties
Calculated total energy: -8884.028 eV
HOMO: -14.4 eV
ΔE to the lowest compared entry with this formula, charge and spin: 19.5 kcal per mole
Molar mass: 94.13 g/mol
Net charge: +1
HOMO-LUMO gap: 11.179 eV
Spin multiplicity: 1

=====

Entry 5:
C6H15NO | ωB97M-V/def2-TZVPD

Last column: Mulliken charge in e.
Geometry (Å):
O  0.36240  -3.90807  1.01549  -1.4304
N  -0.01155  -0.19036  -2.57056  -0.1117
C  0.02592  1.90020  2.00206  -0.5790
C  0.39061  -1.48951  -2.02007  -1.3118
C  -0.96766  0.81453  2.46663  -1.5669
C  0.22090  0.93262  -0.36172  -0.3549
C  -0.04373  2.13885  0.49604  -0.7405
C  -0.08001  0.87884  -1.65180  -0.1164
H  0.70836  0.10285  0.14186  0.3589
H  -1.07120  0.04144  1.70011  0.2633
H  0.85410  -3.59145  1.79704  0.5721
H  -1.01532  2.58392  0.28779  0.2914
H  -0.59444  1.73614  -2.09427  0.3115
H  1.44552  -1.72856  -2.20340  0.2169
H  0.56129  0.02344  -3.37755  0.2859
H  1.03389  1.77482  2.37863  0.6214
H  -0.37924  -3.25806  1.06164  0.3901
H  -0.42264  2.78974  2.45935  0.2830
H  -0.73263  0.25140  3.38051  0.4474
H  -0.12551  -2.28662  -2.53215  0.4194
H  0.67564  2.92943  0.25267  0.2837
H  -1.93593  1.21847  2.75888  0.2894
H  0.12781  -1.57884  -0.98030  0.1772

Atoms 1-2, force components in eV/Å:
-0.3 0.5 0.3
0.4 -0.5 0.7

## Properties
Calculated total energy: -10000.606 eV
HOMO (spin up / spin down): 1.0 / -5.1 eV
Expectation value of S²: 0.7504
ΔE to the lowest compared entry with this formula, charge and spin: 30.1 kcal per mole
Molar mass: 117.19 g/mol
Net charge: -1
HOMO-LUMO gap (spin up / spin down): 2.543 / 8.535 eV
Spin multiplicity: 2

=====

Entry 6:
C10H22NOS | ωB97M-V/def2-TZVPD

Last column: Mulliken charge in e.
Geometry (Å):
S  -3.26306  -1.45452  -0.86067  0.1515
O  -4.82550  -0.82356  -1.35596  -0.4682
N  -5.49858  1.89747  0.07254  -0.1803
C  -1.58858  -0.09494  0.85047  -0.2196
C  0.24496  -1.66491  -0.19103  -0.3956
C  -5.01757  1.04261  1.04990  -0.2467
C  4.03721  -0.46847  -0.25808  -0.9985
C  -0.66044  -1.36593  1.01182  -0.9532
C  1.38748  -0.69365  -0.36698  -0.5039
C  4.20288  1.06206  0.18617  -0.4000
C  2.76929  -1.22324  0.15003  -0.5462
C  3.92435  2.01960  -0.99517  -1.2304
C  -2.86586  -0.28412  0.10705  -0.1834
H  -0.30026  -1.72142  -1.15097  0.2953
H  -0.89497  0.60420  0.38995  0.3270
H  3.00181  -2.16531  -0.38005  0.3111
H  2.73382  -1.12253  1.24108  0.2622
H  3.50921  1.46360  1.00477  0.2572
H  4.85542  -1.03119  0.04881  0.4656
H  2.81700  2.03485  -1.28413  0.2163
H  -0.04421  -1.27086  1.96283  0.3721
H  -6.27715  1.66466  -0.56018  0.2685
H  -1.47883  -2.19801  1.07032  0.3480
H  4.54552  1.83847  -1.85002  0.3749
H  3.89834  -0.40122  -1.33957  0.3960
H  0.57395  -2.75807  -0.12056  0.3278
H  1.09165  0.23444  0.14128  0.0710
H  5.21417  1.23033  0.55046  0.3864
H  -5.09359  2.77640  0.04173  0.2470
H  1.43314  -0.35388  -1.41628  0.4703
H  -5.48012  0.05299  1.23180  0.3516
H  -1.73535  0.30292  1.81590  0.3946
H  4.31832  3.00377  -0.74519  0.3844
H  -4.27943  1.51610  1.71021  0.2988
H  -5.25501  -1.64865  -1.76231  0.3485

Atoms 1-2, force components in eV/Å:
-1.4 1.4 -0.3
0.5 -2.9 -0.4

## Properties
Calculated total energy: -25088.426 eV
HOMO (spin up / spin down): -12.5 / -12.5 eV
ΔE to the lowest compared entry with this formula, charge and spin: 53.1 kcal per mole
Molar mass: 204.36 g/mol
Net charge: +1
HOMO-LUMO gap (spin up / spin down): 7.686 / 7.685 eV
Spin multiplicity: 1

=====

> Which of these has the highest spin multiplicity?

C6H15NO